No. 1
Density functional theory data (the ωB97M-V functional and the def2-TZVPD basis) for a molecular structure, C48H48N2O4PSSe3SiYb.

**Multiplicity**: 2
**Net charge**: -2
**Calculated total energy**: -317304.81607 eV
**E_LUMO**: 4.14 eV
**M**: 1218.0 g/mol

Each line ends with the Mulliken spin population.
Positions of all 109 atoms, in Å:
Yb  11.26  15.95  15.93  1.02
O  10.60  17.69  17.26  0.00
N  10.77  17.48  18.58  0.00
C  9.72  17.43  19.43  0.00
C  9.89  17.16  20.81  0.00
C  11.20  17.14  21.31  0.00
C  12.22  17.31  20.39  0.00
C  12.11  17.36  18.99  0.00
S  13.32  17.19  17.88  0.00
H  8.71  17.59  19.06  0.00
H  9.11  17.21  21.51  0.00
H  11.37  17.13  22.37  0.00
H  13.23  17.25  20.77  0.00
O  6.95  16.12  16.41  0.00
C  8.09  16.05  15.96  0.00
O  9.09  15.38  16.35  0.00
C  8.33  16.85  14.69  0.00
C  7.30  17.32  13.91  0.00
C  7.63  18.09  12.78  0.00
C  8.96  18.40  12.53  0.00
C  9.88  17.84  13.38  0.00
N  9.60  17.10  14.45  0.00
H  6.27  17.07  14.21  0.00
H  6.83  18.43  12.13  0.00
H  9.29  18.93  11.64  0.00
H  10.95  17.99  13.22  0.00
Se  7.93  13.23  11.91  0.00
P  10.05  12.85  12.17  0.00
Se  11.39  14.43  12.88  0.00
C  10.22  11.38  13.24  0.00
C  9.14  10.51  13.50  0.00
C  9.17  9.58  14.49  0.00
C  10.35  9.35  15.19  0.00
C  11.48  10.06  14.86  0.00
C  11.41  11.15  13.96  0.00
C  10.78  12.41  10.54  0.00
C  9.99  12.56  9.42  0.00
C  10.55  12.37  8.12  0.00
C  11.92  12.15  7.98  0.00
C  12.72  12.12  9.10  0.00
C  12.17  12.19  10.40  0.00
H  8.21  10.73  12.96  0.00
H  8.28  9.00  14.86  0.00
H  10.42  8.62  15.98  0.00
H  12.38  9.81  15.42  0.00
H  12.29  11.83  13.93  0.00
H  8.97  12.79  9.52  0.00
H  9.93  12.53  7.28  0.00
H  12.42  12.13  7.01  0.00
H  13.81  11.95  9.06  0.00
H  12.83  12.10  11.23  0.00
C  17.83  15.18  18.87  0.00
C  16.49  14.64  18.51  0.00
C  15.46  14.60  19.45  0.00
C  14.18  14.23  19.10  0.00
C  13.12  14.20  20.16  0.00
C  13.85  14.00  17.75  0.00
Se  12.03  13.61  17.25  0.00
C  14.91  13.95  16.81  0.00
C  14.68  13.67  15.34  0.00
C  16.19  14.30  17.17  0.00
H  17.75  16.13  19.42  0.00
H  18.49  15.27  18.02  0.00
H  18.41  14.45  19.47  0.00
H  15.65  14.89  20.48  0.00
H  13.66  14.55  21.07  0.00
H  12.83  13.17  20.19  0.00
H  12.30  14.83  19.83  0.00
H  13.84  14.19  14.89  0.00
H  14.50  12.64  15.20  0.00
H  15.61  13.88  14.73  0.00
H  17.00  14.30  16.43  0.00
C  14.93  15.85  12.10  0.00
C  14.27  17.22  12.18  0.00
C  13.14  17.27  11.06  0.00
C  15.33  18.20  11.70  0.00
Si  13.67  17.74  13.94  0.00
O  12.74  16.71  14.65  -0.01
C  12.77  19.41  13.79  0.00
C  12.03  19.81  14.93  0.00
C  11.39  21.04  14.99  0.00
C  11.29  21.86  13.85  0.00
C  11.93  21.47  12.70  0.00
C  12.65  20.28  12.66  0.00
C  15.23  18.03  14.94  0.00
C  15.95  16.99  15.58  0.00
C  17.04  17.28  16.39  0.00
C  17.46  18.56  16.66  0.00
C  16.73  19.59  16.06  0.00
C  15.64  19.31  15.26  0.00
H  15.33  15.64  11.10  0.00
H  14.21  15.08  12.31  0.00
H  15.77  15.76  12.83  0.00
H  13.64  16.93  10.18  0.00
H  12.66  18.26  10.99  0.00
H  12.38  16.50  11.25  0.00
H  15.72  17.96  10.76  0.00
H  16.26  18.32  12.31  0.00
H  14.97  19.23  11.65  0.00
H  12.07  19.10  15.72  0.00
H  10.82  21.25  15.90  0.00
H  10.76  22.83  13.92  0.00
H  11.78  22.12  11.81  0.00
H  13.12  20.01  11.71  0.00
H  15.67  15.97  15.33  0.00
H  17.59  16.46  16.79  0.00
H  18.25  18.74  17.38  0.00
H  17.08  20.61  16.33  0.00
H  15.13  20.21  14.85  0.00

No. 2
Density functional theory data (the ωB97M-V functional and the def2-TZVPD basis) for a molecular structure, C48H48N9O3RbS.

**Net charge**: -2
**Calculated total energy**: -81599.41544 eV
**E_LUMO**: 2.72 eV
**M**: 916.5 g/mol
**ΔE to the lowest compared entry with this formula, charge and spin**: 5.77 kcal per mole

Each line ends with the Mulliken charge.
Positions of all 110 atoms, in Å:
Rb  0.67  2.14  1.26  0.40
C  -1.34  -10.84  -5.83  -0.85
O  -0.20  -10.00  -5.99  -0.47
C  -0.10  -8.92  -5.18  0.99
C  1.08  -8.19  -5.29  -0.70
C  1.27  -7.06  -4.51  -0.46
C  0.29  -6.64  -3.61  0.14
C  -0.88  -7.36  -3.52  -0.80
C  -1.09  -8.50  -4.30  -0.43
C  0.47  -5.44  -2.75  0.27
N  -0.46  -4.95  -1.98  -0.83
C  0.14  -3.86  -1.36  1.02
C  1.42  -3.71  -1.78  -0.09
N  1.63  -4.74  -2.68  -0.11
C  2.30  -2.67  -1.32  0.88
C  3.60  -2.44  -1.79  -0.95
C  4.32  -1.39  -1.29  -0.87
C  3.73  -0.59  -0.30  0.68
N  2.52  -0.80  0.17  0.40
C  1.79  -1.81  -0.34  -0.16
C  0.39  -1.94  0.11  -0.42
N  -0.05  -1.03  0.98  0.43
C  -1.33  -0.99  1.28  -0.41
C  -2.25  -1.93  0.77  -0.94
C  -1.80  -2.91  -0.06  -0.70
C  -0.44  -2.93  -0.42  0.50
H  -1.20  -11.69  -6.49  0.24
H  -2.26  -10.32  -6.11  0.33
H  -1.43  -11.19  -4.80  0.35
H  1.84  -8.52  -5.98  0.41
H  2.19  -6.51  -4.62  0.26
H  -1.64  -7.02  -2.83  0.46
H  -2.02  -9.04  -4.21  0.38
H  2.48  -4.94  -3.17  0.18
H  4.01  -3.08  -2.57  0.31
H  5.31  -1.16  -1.65  0.47
H  4.27  0.26  0.11  -0.78
H  -1.67  -0.18  1.92  0.42
H  -3.30  -1.84  1.03  0.43
H  -2.46  -3.66  -0.48  0.51
N  3.27  0.89  2.98  -0.17
C  4.22  2.01  3.09  -0.86
C  4.52  2.58  1.72  -0.30
C  3.29  3.23  1.06  0.25
O  2.53  3.85  1.84  -0.70
O  3.15  3.05  -0.18  -0.58
H  3.13  0.44  3.88  0.23
H  3.62  0.18  2.34  -0.04
H  5.15  1.72  3.59  0.37
H  3.74  2.79  3.68  0.42
H  4.92  1.81  1.05  0.20
H  5.29  3.35  1.81  0.35
C  0.33  2.95  7.78  -0.66
C  -0.34  4.11  7.40  -0.54
C  -0.81  4.31  6.11  -0.50
C  -0.62  3.34  5.08  0.08
C  0.09  2.17  5.49  0.23
C  0.54  1.99  6.78  -0.24
N  -0.96  3.45  3.78  0.00
C  -1.93  4.35  3.38  -0.04
C  -1.83  4.93  2.10  0.08
C  -2.77  5.82  1.61  -0.40
C  -3.89  6.17  2.36  -0.55
C  -4.02  5.60  3.62  -0.53
C  -3.07  4.72  4.13  -0.50
H  0.68  2.80  8.79  0.33
H  -0.50  4.89  8.14  0.30
H  -1.30  5.24  5.86  0.44
H  0.27  1.42  4.73  -0.13
H  1.06  1.07  7.04  0.26
H  -0.97  4.62  1.51  0.15
H  -2.64  6.22  0.61  0.30
H  -4.63  6.85  1.97  0.33
H  -4.90  5.84  4.23  0.30
H  -3.22  4.28  5.11  0.50
C  -5.22  3.59  -0.41  -1.46
C  -4.45  2.56  -1.25  2.40
C  -5.28  1.27  -1.34  -1.75
C  -4.27  3.11  -2.67  -1.70
C  -3.14  2.28  -0.64  -2.57
C  -2.03  2.05  -0.12  1.12
H  -6.22  3.78  -0.83  0.38
H  -4.67  4.53  -0.36  0.25
H  -5.33  3.23  0.61  0.35
H  -6.28  1.46  -1.74  0.37
H  -5.38  0.82  -0.35  0.34
H  -4.77  0.54  -1.99  0.36
H  -5.24  3.31  -3.15  0.37
H  -3.71  2.40  -3.28  0.37
H  -3.70  4.05  -2.64  0.35
N  1.70  -2.11  3.58  -0.49
N  0.60  -1.66  4.39  -0.62
H  1.92  -1.40  2.88  0.14
H  1.36  -2.92  3.07  0.41
H  -0.03  -1.10  3.84  0.30
H  0.98  -1.05  5.11  0.33
S  0.88  4.76  -3.20  -0.40
C  0.12  3.69  -2.04  0.02
N  0.65  2.53  -1.94  -0.05
C  1.72  2.39  -2.80  -0.90
C  2.50  1.24  -2.93  0.23
C  3.54  1.22  -3.84  -0.56
C  3.82  2.35  -4.63  -0.48
C  3.06  3.50  -4.51  -0.51
C  2.01  3.51  -3.59  0.79
H  -0.74  4.00  -1.46  0.31
H  2.27  0.39  -2.30  0.37
H  4.15  0.33  -3.93  0.36
H  4.64  2.32  -5.33  0.36
H  3.28  4.37  -5.11  0.35

- The highest calculated total energy belongs to which entry?
  C48H48N9O3RbS